Below is 16 unconnected molecules or ions with the total composition H31O16, with properties calculated with ωB97M-V/def2-TZVPD.

Structure (XYZ):
```
47
Properties=species:S:1:pos:R:3:nbo_charge:R:1
O 5.3158 1.4931 0.2616 -0.93
H -0.6434 0.3377 1.7293 0.44
H -0.7672 1.4838 -1.8669 0.49
O 1.7677 1.3136 -3.7796 -0.96
H 4.3986 1.4558 0.6073 0.47
H 5.3125 0.6292 -0.1880 0.46
O 0.3741 -1.9488 -2.0421 -0.96
H 0.8107 1.2038 -3.7090 0.48
H -0.2939 1.2233 -0.2986 0.49
O -0.6050 0.8871 -1.1378 -0.99
H -4.4359 1.5054 -2.5899 0.47
H 2.1923 0.7322 -3.1346 0.50
O -4.4556 0.7598 -3.2106 -0.91
H -1.6071 1.1130 -4.7124 0.50
H -3.2602 -2.7846 2.4835 0.48
O 3.5936 -2.2340 -0.1354 -0.94
H 3.7566 -1.4581 0.4085 0.47
H 2.6518 -2.3676 -0.2533 0.47
O -2.7010 1.5966 2.3288 -0.89
H -2.4940 0.6626 2.1561 0.48
H -2.0367 1.9588 1.7066 0.46
O 1.3047 3.7040 -2.1159 -0.98
H 1.1634 4.3970 -2.7681 0.47
H -0.3788 -1.3585 -1.9406 0.49
O -3.1849 -3.2307 0.4488 -0.97
H -3.0697 -2.3198 0.7753 0.49
O -1.0425 1.7783 -5.0756 -1.00
H -3.5397 0.8536 -3.5295 0.44
H -0.3541 1.8121 -5.6146 0.50
O 0.6021 -3.9825 4.0477 -0.94
H 0.6153 -2.4155 -1.2609 0.46
H -0.2996 -4.0679 3.7249 0.47
O -3.3666 -1.8431 2.6560 -0.95
H 1.9826 2.2226 0.0702 0.48
H -2.7998 -1.7793 3.4404 0.47
O -0.2175 1.6358 1.5454 -0.64
H -0.3922 2.1271 2.3730 0.51
H 0.5843 -0.2238 3.9428 0.45
O -0.7207 -0.7332 1.7980 -0.83
H 1.8845 -1.0083 4.3644 0.48
H 0.0776 -0.9677 2.2804 0.46
O 1.2477 -0.3418 4.6166 -0.93
H -2.6704 -3.2818 -0.3627 0.47
H 1.4786 2.9167 -2.6746 0.49
O 1.9459 1.2877 0.3455 -0.92
H 1.1457 -4.2472 3.2987 0.47
H 1.1306 1.5031 0.9907 0.45
```

Calculated values
- 2S+1: 2
- Orbital gap (alpha / beta): 10.9333 / 5.5153 eV
- HOMO (alpha / beta): -0.4238 / -0.4237 Ha
- ⟨S²⟩: 0.758



Below is 16 unconnected molecules or ions with the total composition H31O19S, with properties calculated with ωB97M-V/def2-TZVPD.

Structure (XYZ):
```
51
Properties=species:S:1:pos:R:3:nbo_charge:R:1
O 2.7213 0.1951 -2.2274 -0.78
H 2.4641 -0.3834 -2.9891 0.56
H 3.3352 -0.3558 -1.6646 0.58
H 1.9326 0.5045 -1.7752 0.57
S 0.0016 -0.0478 0.2075 2.79
O 0.8423 0.7011 -0.6255 -1.10
O 0.2686 0.1260 1.5784 -1.05
O -1.3315 0.3883 -0.0808 -1.09
O 0.1243 -1.4726 -0.1406 -1.09
O -2.1159 0.3787 -2.4266 -1.00
H -1.8636 0.3836 -1.4786 0.48
H -2.9987 0.6327 -2.5274 0.48
O -3.0204 2.4370 -0.2406 -1.00
H -3.7447 2.4996 0.3894 0.50
H -2.3703 1.7411 -0.1600 0.50
O -2.3158 -3.1299 1.5155 -0.97
H -2.9561 -3.7800 1.7455 0.48
H -1.8111 -3.4772 0.7996 0.50
O 0.2822 2.2881 3.0111 -0.98
H 0.0451 1.4582 2.4574 0.49
H -0.2774 3.0379 2.5220 0.45
O -0.1147 -4.0089 0.4661 -1.01
H -0.2201 -2.9603 0.3774 0.51
H 0.6399 -4.1472 1.1311 0.48
O -0.7277 -1.8096 3.4774 -0.98
H -0.2350 -1.1714 3.0014 0.47
H -1.1491 -2.3631 2.8369 0.49
O 2.2148 -0.4176 3.1001 -0.94
H 1.8751 -1.0395 3.9092 0.45
H 1.4522 -0.4345 2.5868 0.47
O 0.0600 1.8001 -3.5883 -0.95
H -0.5032 1.4825 -3.0095 0.47
H 0.0790 2.6618 -3.0997 0.47
O 4.0525 1.6863 1.1758 -0.98
H 3.8737 1.9933 2.0799 0.48
H 3.1348 1.7014 0.7291 0.49
O -0.7061 3.8242 -1.0813 -0.97
H -0.0834 3.2794 -0.6492 0.46
H -1.4906 3.2209 -0.7941 0.49
O -3.4700 -1.0537 0.2999 -1.02
H -2.7629 -0.3598 -0.0174 0.48
H -3.0432 -1.6477 0.8741 0.48
O 2.0909 2.8243 -0.6702 -1.01
H 1.4748 2.0015 -0.8860 0.48
H 2.2703 3.3667 -1.4790 0.48
O -0.7336 -2.1500 -2.4864 -0.99
H -0.2738 -1.9602 -1.6708 0.47
H -1.3530 -1.4022 -2.3449 0.48
O 2.4824 -2.1670 -0.6866 -1.05
H 1.6084 -1.8777 -0.2187 0.51
H 2.3458 -2.9973 -1.2532 0.48
```

Calculated values
- Orbital gap: 9.2773 eV
- HOMO: -0.2735 Ha
- Total charge: -1



Below is 16 unconnected molecules or ions with the total composition H32O16, with properties calculated with ωB97M-V/def2-TZVPD.

Structure (XYZ):
```
48
Properties=species:S:1:pos:R:3:nbo_charge:R:1
O -3.6815 0.3916 0.7035 -0.99
H -3.0285 -0.3174 0.8425 0.49
H -4.5845 0.1246 0.9885 0.48
O 2.8985 0.6546 -2.2185 -0.98
H 3.5135 0.0266 -2.6565 0.48
H 2.9175 0.4416 -1.2735 0.51
O -1.4845 2.5376 0.0705 -1.01
H -1.7985 2.0576 -0.7205 0.51
H -0.7575 3.1246 -0.1695 0.49
O -1.7455 -1.5824 1.0055 -0.98
H -1.3755 -1.7274 1.8695 0.51
H -2.2125 -2.3684 0.7455 0.49
O 3.3845 0.6646 0.4945 -0.97
H 4.2435 1.0906 0.4835 0.49
H 2.7765 1.2426 0.9885 0.52
O 0.2805 -1.5564 2.7845 -0.96
H 0.1775 -0.8314 3.4605 0.51
H 0.3925 -2.4234 3.2365 0.49
O 1.3555 1.5576 2.2155 -1.00
H 1.5975 1.8936 3.0605 0.48
H 0.4385 1.2626 2.3865 0.49
O -1.9005 1.0586 -2.1575 -1.00
H -2.4865 1.0176 -2.8995 0.48
H -1.0325 0.7376 -2.4495 0.52
O 0.4005 -0.0204 -2.9955 -1.01
H 1.3485 0.2446 -2.9195 0.51
H 0.4235 -0.8284 -2.4745 0.50
O 2.0945 -2.0204 -0.5505 -0.96
H 1.7775 -2.7674 -0.0375 0.46
H 1.5045 -1.3414 -0.3075 0.48
O 2.9785 -1.2354 2.3635 -1.02
H 3.0725 -0.5854 1.6305 0.49
H 2.0395 -1.5484 2.4755 0.47
O 0.4185 0.0846 -0.1535 -0.98
H -0.3735 -0.3974 0.0845 0.51
H 0.7835 0.4466 0.6195 0.49
O -0.8715 -2.4434 -2.0405 -0.94
H -1.4675 -2.9044 -2.5955 0.46
H -1.5165 -1.9824 -1.5405 0.47
O -3.4175 -1.3024 -1.8375 -0.98
H -2.9415 -0.5944 -1.3965 0.51
H -3.1945 -1.4134 -2.7645 0.47
O 1.2145 2.6256 -0.7205 -0.97
H 0.9155 1.7166 -0.7845 0.49
H 0.9475 3.0146 -1.5685 0.47
O -1.2535 0.9866 2.3045 -0.99
H -1.5065 1.4196 1.4835 0.53
H -1.2665 1.7706 2.9355 0.47
```

Calculated values
- Orbital gap: 9.6298 eV
- HOMO: -0.3603 Ha



Below is 16 unconnected molecules or ions with the total composition H33O16, with properties calculated with ωB97M-V/def2-TZVPD.

Structure (XYZ):
```
49
Properties=species:S:1:pos:R:3:nbo_charge:R:1
O 5.3174 -2.4181 -1.7788 -0.94
H 5.0932 -3.2817 -2.1404 0.47
H 5.1444 -2.4655 -0.8253 0.47
O -2.7606 3.2972 -2.4225 -0.95
H 0.2253 -1.8943 4.5209 0.46
H -2.1538 2.5788 -2.3590 0.48
O 0.4315 -2.5814 5.0120 -0.95
H 1.0909 -2.2832 5.7333 0.49
H 3.7094 1.4627 -4.1471 0.50
O -0.5316 1.8726 -0.0928 -1.02
H -0.7549 2.7613 0.4394 0.54
H 0.3426 -3.3690 2.6077 0.48
O 2.4696 0.2104 4.8983 -0.94
H 1.0277 -0.1480 -2.3455 0.58
H 3.2415 0.2229 4.4587 0.46
O -4.3291 1.4671 3.2665 -0.96
H -4.5043 1.5621 4.2582 0.48
H -3.4834 -3.4393 -0.2237 0.46
O -0.4141 4.2801 2.0476 -0.94
H 0.0006 5.0386 2.1922 0.47
H -0.9879 4.1243 2.7248 0.48
O 3.7976 2.3783 -2.4490 -1.00
H 0.4981 1.8304 -0.1094 0.49
H 4.0456 1.8135 -1.6736 0.51
O 2.9823 1.1224 -4.6922 -0.96
H 2.3757 1.0072 5.3828 0.47
O -3.2998 -4.0269 -0.9506 -0.95
H -0.2329 0.0668 -1.1536 0.55
H -3.4412 -4.8957 -0.5107 0.48
O 0.5257 -0.5123 -1.4250 -0.87
H -0.2557 -1.1524 -1.9270 0.51
H -2.2078 0.8683 -1.1995 0.50
O 1.5840 -0.7891 -3.9279 -0.98
H -5.1888 1.0699 3.0059 0.48
H -2.8154 0.6591 -2.4971 0.50
O -0.0853 -3.7218 1.7821 -0.93
H -0.8185 -3.1896 1.7855 0.45
H 2.2728 -0.5693 -4.6493 0.54
O -1.8557 0.6698 -2.0831 -0.99
H 1.1490 -1.4672 -4.2739 0.46
H 2.2974 1.6582 -4.6133 0.46
O -1.4685 -1.7495 -2.1973 -0.90
H -1.0896 -2.6596 -2.0503 0.53
H -1.5104 -1.4616 -3.2214 0.53
O -2.2892 0.2782 4.8450 -0.97
H -2.6666 0.7128 4.0323 0.49
H -2.4107 4.0650 -2.1691 0.47
H 4.3831 3.0454 -2.7848 0.50
H -2.9680 -0.4857 5.0746 0.47
```

Calculated values
- Orbital gap: 10.1988 eV
- HOMO: -0.4859 Ha
- Total charge: +1



Number 1: total energy -1222.2020 Eh. Number 2: total energy -1846.3519 Eh. Number 3: total energy -1223.0467 Eh. Number 4: total energy -1223.2262 Eh.